{
  "formula": "C34H31AsBF2O2PSn",
  "method": "wB97M-V/def2-TZVPD",
  "largest_force_ev_per_a": 1.12,
  "homo_lumo_gap_ev": 4.20,
  "charge": 2,
  "e_above_lowest_kj_mol": 405.48,
  "total_energy_ev": -121911.948,
  "species": ["Sn", "C", "C", "O", "C", "C", "C", "C", "C", "C", "O", "H", "H", "H", "H", "H", "H", "H", "F", "B", "F", "C", "C", "As", "C", "C", "C", "C", "C", "C", "C", "C", "C", "C", "C", "C", "P", "C", "C", "C", "C", "C", "C", "C", "C", "C", "C", "C", "C", "H", "H", "H", "H", "H", "H", "H", "H", "H", "H", "H", "H", "H", "H", "H", "H", "H", "H", "H", "H", "H", "H", "H", "H"],
  "xyz": [[-0.19196, 0.50289, 4.15175], [-0.72551, -3.16802, 6.83378], [-0.07778, -2.29512, 5.80973], [-0.54556, -1.13997, 5.66576], [1.04859, -2.78120, 5.04821], [1.73730, -3.93979, 5.46389], [2.83379, -4.40612, 4.78452], [3.28035, -3.73006, 3.64749], [2.60965, -2.61639, 3.19331], [1.49564, -2.12041, 3.87510], [0.88561, -1.04904, 3.34605], [-1.67755, -2.74116, 7.13716], [-0.08341, -3.22069, 7.71684], [-0.86856, -4.18200, 6.46598], [1.42148, -4.45329, 6.36054], [3.35298, -5.28817, 5.13038], [4.16237, -4.07384, 3.12456], [2.93280, -2.08315, 2.31022], [-1.65014, -2.27207, 3.01838], [-1.59356, -2.02118, 1.75754], [-1.47340, -2.91068, 0.85025], [0.10116, 2.51364, -0.03286], [-0.58953, 2.45099, -1.38340], [0.37154, 3.55490, -2.74057], [1.93901, 2.38291, -2.87862], [3.20536, 2.88764, -2.61002], [4.31694, 2.05692, -2.67770], [4.16236, 0.72082, -3.01462], [2.89875, 0.21519, -3.29105], [1.78812, 1.04253, -3.22789], [-0.58720, 2.96048, -4.32999], [-1.81208, 2.30114, -4.29458], [-2.40645, 1.86995, -5.47201], [-1.80133, 2.12704, -6.69264], [-0.59199, 2.80786, -6.73674], [0.00477, 3.23370, -5.56198], [-0.45056, 1.19707, 1.16233], [-2.27371, 1.24404, 1.08497], [-2.99493, 2.43491, 0.98590], [-4.38113, 2.42219, 1.07692], [-5.07518, 1.23410, 1.28083], [-4.37634, 0.03921, 1.42424], [-3.01143, 0.11325, 1.31966], [0.01204, -0.28054, 0.19020], [1.35041, -0.67374, 0.30064], [1.83610, -1.70980, -0.47449], [0.98953, -2.37801, -1.35369], [-0.33592, -1.99245, -1.47279], [-0.82641, -0.93691, -0.71704], [-0.01766, 3.49226, 0.43762], [1.17530, 2.33520, -0.14952], [-1.61570, 2.81113, -1.32700], [-0.60046, 1.42836, -1.76524], [3.32386, 3.93555, -2.35945], [5.30191, 2.45713, -2.47802], [5.02872, 0.07558, -3.07684], [2.77736, -0.82332, -3.57365], [0.80663, 0.64814, -3.47150], [-2.30875, 2.10910, -3.35072], [-3.34825, 1.33783, -5.43554], [-2.28220, 1.81521, -7.60971], [-0.12282, 3.01699, -7.68849], [0.94217, 3.77843, -5.59617], [-2.47404, 3.37318, 0.84978], [-4.92173, 3.35622, 1.00333], [-6.15355, 1.23385, 1.35239], [-4.89654, -0.89033, 1.61204], [-2.35056, -0.85346, 1.43490], [2.00120, -0.15169, 0.99219], [2.87688, -1.99660, -0.40523], [1.36997, -3.19741, -1.94841], [-0.99075, -2.51588, -2.15641], [-1.85600, -0.62507, -0.84483]],
  "forces_ev_per_angstrom": [[0.587, -0.844, 0.436], [-0.067, 0.045, 0.104], [-0.039, -0.155, 0.142], [-0.102, 0.391, -0.312], [0.146, 0.144, -0.385], [-0.031, 0.046, 0.050], [0.082, -0.083, 0.011], [-0.090, 0.024, 0.064], [-0.101, 0.146, -0.054], [0.078, -0.246, 0.276], [-0.404, 0.940, -0.043], [0.023, 0.044, -0.024], [0.013, -0.019, 0.003], [0.023, -0.013, -0.003], [-0.045, -0.018, -0.007], [0.014, 0.013, 0.032], [-0.012, -0.041, -0.029], [0.050, -0.027, 0.006], [-0.016, 0.881, 0.072], [0.116, -1.082, -0.204], [-0.265, 0.047, 0.059], [-0.134, 0.127, 0.161], [0.009, -0.166, -0.184], [0.141, 0.343, 0.103], [-0.407, -0.077, 0.003], [-0.076, 0.055, 0.042], [0.041, -0.018, 0.010], [0.058, 0.011, 0.025], [-0.107, -0.064, -0.023], [0.153, -0.028, 0.069], [-0.032, -0.081, 0.074], [0.181, -0.081, 0.079], [-0.088, 0.052, -0.071], [-0.029, -0.021, 0.013], [-0.068, 0.070, -0.021], [0.071, -0.039, 0.147], [0.318, 0.206, -0.621], [0.603, -0.026, 0.124], [-0.197, -0.066, -0.007], [0.010, -0.047, 0.041], [0.212, 0.142, 0.015], [-0.227, -0.486, 0.135], [-0.209, 0.291, 0.140], [-0.603, -0.103, 0.495], [0.161, -0.282, 0.067], [0.078, 0.173, 0.075], [-0.113, 0.030, -0.007], [0.048, 0.071, -0.245], [0.193, 0.114, -0.403], [0.077, -0.010, 0.032], [0.020, 0.009, 0.132], [-0.014, 0.005, 0.002], [-0.066, 0.014, -0.024], [0.026, -0.007, 0.008], [0.014, -0.001, -0.004], [0.015, 0.001, -0.015], [0.038, -0.010, -0.032], [-0.001, 0.007, -0.033], [-0.009, -0.045, -0.022], [-0.033, 0.041, -0.018], [0.034, -0.055, -0.012], [0.008, 0.018, -0.004], [0.021, -0.048, -0.060], [0.037, -0.004, -0.047], [-0.029, -0.021, -0.032], [-0.011, -0.042, -0.015], [-0.004, 0.002, -0.027], [-0.124, -0.136, -0.150], [0.036, -0.050, -0.017], [0.009, 0.011, 0.003], [-0.008, -0.015, -0.011], [-0.010, 0.033, -0.033], [0.026, 0.007, -0.047]],
  "mulliken_charge": [0.979, -1.593, 1.342, -0.671, 0.344, -0.689, -0.880, -0.633, -0.327, 0.565, -0.508, 0.374, 0.425, 0.444, 0.430, 0.423, 0.448, 0.408, -0.021, 0.558, 0.020, -1.261, -0.576, 0.399, -0.017, -0.404, -0.563, -0.566, -0.740, 0.020, 0.228, 0.098, -0.722, -0.447, -0.655, -0.437, -0.254, 1.166, -0.818, -0.740, -0.609, -1.386, -0.796, 1.854, -1.434, -1.117, -0.709, -0.872, -0.385, 0.645, 0.609, 0.682, -0.047, 0.403, 0.450, 0.439, 0.512, 0.411, 0.300, 0.391, 0.392, 0.398, 0.379, 0.483, 0.469, 0.447, 0.535, 1.501, 0.607, 0.579, 0.562, 0.557, 0.603]
}



{
  "formula": "C25H47BeBrCl4F2LiN3O10P",
  "method": "wB97M-V/def2-TZVPD",
  "largest_force_ev_per_a": 7.11,
  "homo_lumo_gap_ev": 3.46,
  "charge": 1,
  "total_energy_ev": -187078.316,
  "species": ["C", "C", "C", "C", "C", "C", "C", "N", "C", "C", "N", "C", "N", "H", "H", "H", "H", "H", "H", "H", "H", "H", "H", "H", "H", "H", "H", "H", "H", "H", "H", "H", "H", "H", "H", "C", "C", "O", "H", "H", "H", "H", "H", "O", "H", "C", "Cl", "Cl", "Cl", "Cl", "Be", "Br", "O", "H", "H", "Li", "F", "C", "C", "C", "C", "C", "C", "H", "H", "H", "H", "H", "C", "O", "P", "O", "O", "C", "O", "C", "H", "H", "H", "H", "H", "H", "H", "H", "H", "C", "C", "O", "C", "O", "O", "F", "H", "H", "H"],
  "xyz": [[3.02530, -0.53817, 1.57043], [4.45989, -0.08418, 1.91080], [5.30686, 0.29103, 0.69523], [5.07449, 1.69322, 0.08235], [4.89135, 2.83730, 1.09638], [3.52207, 3.54214, 1.02502], [2.33656, 2.61686, 0.92467], [1.11972, 3.46485, 0.54271], [0.38652, 3.95393, 1.70081], [-0.88858, 3.10760, 1.58824], [-0.55149, 2.00340, 0.72930], [0.32150, 2.57689, -0.15974], [0.39521, 2.28053, -1.42356], [2.68645, -0.24038, 0.55711], [2.88038, -1.58379, 1.76895], [2.35918, -0.02083, 2.26437], [4.95019, -0.93178, 2.36777], [4.41330, 0.67301, 2.67941], [5.05886, -0.42408, -0.07889], [6.36237, 0.16824, 0.86728], [5.95833, 1.91658, -0.49267], [4.27358, 1.70148, -0.64392], [5.15083, 2.55353, 2.09948], [5.60405, 3.60540, 0.83992], [3.57175, 4.22930, 0.19695], [3.36232, 4.16075, 1.90069], [2.08165, 2.14138, 1.85962], [2.42935, 1.85765, 0.16297], [0.11036, 4.99131, 1.55941], [0.93176, 3.91402, 2.62427], [-1.64654, 3.66872, 0.95801], [-1.36073, 2.79731, 2.50720], [-1.37400, 1.57861, 0.32322], [-0.37975, 2.44307, -2.08182], [1.21862, 1.76417, -1.75034], [3.87747, -3.84074, -1.45026], [3.09508, -3.00246, -2.48511], [3.87428, -2.15440, -3.01987], [4.27958, -3.22018, -0.65028], [3.22154, -4.58787, -0.98673], [4.70160, -4.37605, -1.91856], [2.10838, -2.60293, -1.89329], [2.56945, -3.73825, -3.20868], [1.33540, -3.07824, -3.97492], [1.73716, -2.44951, -4.61314], [-4.77301, 0.68564, -0.44682], [-4.42166, -0.38131, 0.91484], [-5.83263, -0.13221, -1.58041], [-5.56549, 2.16224, 0.14148], [-3.25421, 1.11856, -1.26927], [0.50040, 4.12791, -2.84390], [1.58804, -0.92191, -1.13875], [7.00624, -4.36268, -3.16169], [7.89373, -4.01722, -3.26875], [6.43997, -3.68029, -3.53511], [-2.61730, 4.76190, 1.54891], [6.26514, -2.55186, -9.20126], [5.29835, -2.07764, -8.39258], [5.34302, -2.37034, -7.04385], [4.34929, -1.87726, -6.21107], [3.32178, -1.10897, -6.73922], [3.28905, -0.82815, -8.09760], [4.28621, -1.31035, -8.93182], [6.14894, -2.97847, -6.65472], [4.37346, -2.09126, -5.15015], [2.54528, -0.72951, -6.08844], [2.48577, -0.23339, -8.50916], [4.28249, -1.09563, -9.99179], [-7.84701, -5.41211, 4.71829], [-8.26379, -4.85058, 3.46327], [-7.17799, -4.39596, 2.40556], [-7.72807, -3.85885, 1.16512], [-6.22576, -5.65962, 2.22468], [-6.79640, -6.83985, 1.63142], [-6.25859, -3.39426, 3.22870], [-5.09198, -2.90418, 2.56486], [-8.29120, -6.40080, 4.82026], [-6.76431, -5.50340, 4.79312], [-8.20657, -4.77729, 5.52530], [-7.74422, -6.62921, 1.13672], [-6.95502, -7.58731, 2.40868], [-6.09600, -7.23248, 0.89945], [-5.27876, -2.75814, 1.50404], [-4.26883, -3.60730, 2.69791], [-4.82151, -1.95153, 3.01587], [-5.41752, 5.94319, 5.58374], [-6.26214, 7.15214, 5.27739], [-5.29920, 8.07525, 4.77253], [-4.31751, 7.34845, 4.20548], [-3.50628, 7.78510, 3.46983], [-4.38296, 6.04273, 4.58179], [-6.82109, 7.65978, 6.39242], [-4.96813, 5.99221, 6.57550], [-5.96710, 5.01056, 5.49243], [-7.03658, 6.98723, 4.52595]],
  "forces_ev_per_angstrom": [[0.223, 1.652, 0.411], [-0.082, -0.723, -0.401], [-0.916, 0.455, -0.330], [0.337, -0.115, 0.734], [-0.206, 0.301, -0.563], [0.642, -0.635, 0.462], [0.310, 1.612, -0.615], [0.944, -0.692, -0.677], [-0.827, -0.214, -0.918], [-1.146, 0.345, 0.588], [-0.789, 1.615, -1.459], [-0.334, -0.462, 2.880], [0.784, -0.454, -1.021], [0.685, -0.556, 1.170], [-0.092, -0.535, -0.427], [-0.330, -0.084, 0.152], [0.282, -0.192, 0.330], [0.279, 0.452, 0.156], [0.036, -0.317, -0.300], [0.449, 0.040, 0.418], [0.313, 0.073, -0.349], [-0.384, -0.203, -0.186], [-0.071, -0.367, 0.484], [0.327, 0.356, 0.034], [-0.376, 0.075, -0.586], [0.132, 0.283, 0.353], [-0.025, -0.396, 0.270], [0.262, -0.394, -0.156], [0.227, 0.438, -0.068], [0.248, -0.525, 0.402], [0.725, -0.552, 0.222], [-0.073, -0.178, 0.446], [-0.043, -0.874, -0.149], [-0.219, -1.161, 0.517], [0.065, -0.196, -0.388], [-0.334, -1.475, -0.297], [4.345, 2.679, 4.947], [-1.449, -0.704, -0.565], [-0.089, 0.322, -0.209], [0.059, 0.042, -0.012], [0.180, 0.000, 0.058], [0.748, -0.594, -1.903], [-3.877, 0.562, -2.836], [0.965, -1.125, -0.330], [0.090, -0.628, 0.454], [-0.246, -0.371, -0.032], [0.089, 0.452, -0.245], [0.146, 0.126, 0.108], [0.094, 0.134, 0.059], [0.095, 0.068, -0.057], [0.164, 0.914, -0.567], [-1.499, 1.323, -0.542], [-0.122, -0.019, -0.034], [0.206, 0.008, -0.001], [-0.138, 0.072, 0.049], [-0.780, 0.897, 0.537], [0.002, 0.006, -0.004], [-0.175, 0.078, 0.196], [0.183, -0.117, 0.066], [0.001, -0.007, -0.088], [-0.048, 0.022, 0.035], [0.069, -0.062, 0.131], [-0.018, 0.068, -0.281], [0.018, -0.014, -0.037], [-0.011, 0.026, -0.013], [-0.025, 0.033, 0.031], [-0.014, 0.023, -0.048], [0.022, -0.033, -0.018], [-0.042, -0.135, 0.205], [0.226, 0.267, -0.091], [-0.215, -0.247, -0.003], [-0.117, -0.015, 0.063], [0.033, 0.149, 0.069], [-0.038, -0.195, -0.046], [0.096, -0.137, 0.019], [0.207, -0.214, 0.081], [-0.043, 0.030, -0.076], [0.002, 0.045, -0.094], [-0.022, 0.060, -0.073], [0.032, 0.098, -0.009], [0.015, 0.058, 0.026], [0.063, 0.087, 0.013], [-0.103, -0.117, -0.031], [-0.022, -0.001, -0.020], [-0.114, -0.037, 0.166], [0.046, -0.531, 0.062], [-0.041, 0.323, 0.488], [-0.184, -0.450, -0.222], [-0.442, 0.117, 0.588], [0.868, -0.060, -0.827], [-0.281, 0.045, 0.013], [0.037, 0.038, -0.124], [-0.051, 0.202, 0.001], [0.131, -0.055, -0.213], [-0.047, 0.098, 0.048]],
  "mulliken_charge": [-0.303, -0.651, -0.646, -0.711, -0.943, -0.906, 0.336, 0.228, -0.265, -0.974, 0.075, -0.282, -0.074, -0.540, 0.512, 0.262, 0.497, 0.356, 0.063, 0.455, 0.474, 0.387, 0.561, 0.379, 0.451, 0.276, 0.330, -0.590, 0.357, 0.319, 0.094, 0.831, -0.029, 0.435, 0.017, -0.991, 0.367, -0.425, 0.100, 0.378, 0.363, 0.007, 0.274, -0.721, 0.295, 0.312, -0.044, -0.054, -0.123, -0.083, 0.104, -0.549, -0.622, 0.307, 0.309, 0.967, -0.314, 0.406, -0.599, 0.204, -0.649, -0.405, -0.510, 0.423, 0.258, 0.461, 0.362, 0.411, -0.686, -0.342, 1.098, -0.696, -0.284, -0.709, -0.349, -0.647, 0.272, 0.344, 0.269, 0.350, 0.253, 0.266, 0.288, 0.309, 0.251, -0.403, 0.297, -0.289, 0.634, -0.495, -0.307, -0.260, 0.283, 0.271, 0.282]
}



no.,molar mass (g/mol),E_LUMO (eV)
1,745.0,-8.24
2,856.3,-5.40